Here is a 7-piece molecular cluster, C26H72N5O10 overall at a distorted geometry from the OMol25 dataset. Energies are from the ωB97M-V functional and the def2-TZVPD basis.

## Properties
charge: +1
largest force on an atom: 11.81 eV Å⁻¹
E_HOMO: -10.838 eV
HOMO-LUMO gap: 9.0 eV

Atoms and positions in Å:
N -0.33 -1.69 -0.39
H -0.93 -0.88 -0.56
H 0.49 -1.62 -0.96
H -0.74 -2.59 -0.52
H -0.04 -1.82 0.58
C 1.98 -3.56 -3.29
O 0.95 -3.88 -2.39
H 2.88 -2.76 -2.95
H 1.65 -2.96 -4.08
H 2.42 -4.35 -3.82
H 0.83 -4.78 -2.63
C -0.59 -3.49 3.02
O -0.52 -3.83 1.68
H -1.16 -4.19 3.38
H -1.27 -2.48 3.02
H 0.30 -3.19 3.44
H -0.03 -4.58 1.78
C 3.23 -2.30 0.25
O 2.55 -1.05 0.05
C 3.35 0.14 0.13
C 3.99 0.39 -1.30
N 4.76 1.71 -1.36
C 5.24 1.87 -2.73
C 6.01 3.13 -2.62
O 6.40 3.52 -3.89
C 7.58 4.43 -3.99
H 3.82 -2.15 1.18
H 3.67 -2.49 -0.67
H 2.43 -3.05 0.52
H 4.14 0.16 0.97
H 2.78 0.89 0.47
H 3.19 0.40 -2.15
H 4.71 -0.41 -1.76
H 5.51 1.79 -0.58
H 4.40 1.99 -3.43
H 5.88 0.91 -2.97
H 7.03 2.91 -2.01
H 5.62 3.99 -2.07
H 7.02 5.44 -3.92
H 7.60 4.10 -5.18
H 8.59 4.09 -3.53
C -2.49 0.90 1.96
O -1.34 0.27 1.51
C -0.17 1.07 1.76
C 0.24 1.13 3.27
N 1.59 1.71 3.33
C 2.34 1.47 4.54
C 3.80 1.94 4.42
O 4.43 1.24 5.57
C 5.55 2.04 5.87
H -2.72 1.76 1.59
H -2.51 1.13 3.04
H -3.31 0.33 1.62
H -0.22 2.10 1.36
H 0.66 0.65 1.07
H 0.23 0.08 3.50
H -0.34 1.71 3.92
H 1.58 2.67 3.16
H 2.24 0.40 4.84
H 1.99 1.91 5.56
H 3.75 3.16 4.51
H 4.29 1.51 3.60
H 6.11 1.51 6.62
H 5.16 3.01 6.49
H 5.95 2.17 4.99
C 1.95 1.90 -6.40
O 1.13 0.88 -5.87
C 0.28 1.41 -4.74
C -0.10 0.14 -3.78
N -0.84 0.55 -2.58
C -2.20 1.19 -2.84
C -2.92 1.42 -1.49
O -4.14 1.96 -1.82
C -5.14 2.08 -0.83
H 1.30 2.64 -6.91
H 2.57 1.33 -7.08
H 2.34 2.48 -5.60
H -0.50 1.81 -5.10
H 0.69 2.14 -3.95
H 0.76 -0.35 -3.52
H -0.54 -0.67 -4.33
H -0.33 1.37 -2.22
H -2.99 0.77 -3.43
H -2.24 2.17 -3.17
H -2.40 2.06 -0.98
H -3.09 0.49 -0.94
H -4.69 2.75 -0.22
H -5.31 1.08 -0.49
H -6.15 2.56 -1.20
C -3.23 -2.61 -2.72
O -3.24 -2.73 -1.23
C -4.47 -2.33 -0.76
C -4.51 -2.67 0.74
N -5.75 -2.25 1.39
C -5.52 -2.03 2.83
C -6.67 -1.32 3.48
O -6.40 -1.09 4.82
C -7.57 -0.68 5.61
H -3.89 -3.22 -2.91
H -2.31 -2.97 -3.00
H -3.62 -1.57 -3.02
H -5.30 -2.96 -1.27
H -4.57 -1.51 -1.13
H -3.65 -2.48 1.11
H -4.40 -3.67 0.98
H -6.49 -2.95 1.37
H -4.73 -1.50 3.11
H -5.13 -2.93 3.37
H -7.60 -2.04 3.47
H -6.79 -0.57 2.96
H -8.29 -1.55 5.88
H -8.23 0.10 5.07
H -7.29 -0.25 6.53